No. 1
C2H4O2P as an isolated structure, computed with ωB97M-V with the def2-TZVPD basis set.

Frontier orbital gap, eV: 8.58
LUMO energy, eV: 4.41
Total charge: -1
ΔE to the lowest compared entry with this formula, charge and spin, kJ/mol: 77.0

Element x y z (Å)
C 1.306 1.043 0.373
C 0.839 -0.178 0.289
O -1.712 0.161 -1.631
O -1.473 -2.169 -0.640
P -1.361 -0.702 -0.485
H 2.312 1.270 0.736
H 0.719 1.900 0.082
H 1.404 -1.056 0.577
H -2.032 -0.270 0.697

***

No. 2
C15H37F9HfO22S6 as an isolated structure, computed with ωB97M-V with the def2-TZVPD basis set.

Frontier orbital gap, eV: 4.53
LUMO energy, eV: -5.18

Element x y z (Å)
Hf 4.343 18.131 -23.908
C 2.137 17.541 -27.960
F 3.433 17.942 -28.087
F 1.395 18.642 -27.883
F 1.802 16.813 -28.994
S 1.990 16.492 -26.374
O 2.391 15.154 -26.751
O 2.980 17.163 -25.493
O 0.612 16.607 -25.919
C 3.731 14.120 -21.397
F 3.702 12.805 -21.288
F 2.816 14.609 -20.590
F 4.965 14.554 -21.159
S 3.362 14.539 -23.232
O 4.081 13.572 -24.013
O 1.942 14.360 -23.408
O 3.851 15.955 -23.422
C 0.403 19.565 -21.476
F 1.221 19.894 -20.457
F -0.824 19.490 -20.960
F 0.465 20.552 -22.355
S 0.850 17.906 -22.347
O 0.893 16.994 -21.219
O -0.257 17.674 -23.237
O 2.157 18.146 -23.007
C 4.025 17.497 -19.454
C 5.183 17.916 -20.292
C 6.461 17.112 -19.911
O 4.812 17.943 -21.640
H 3.061 17.998 -19.573
H 4.244 17.586 -18.388
H 3.667 16.480 -19.637
H 5.389 18.976 -20.105
H 7.227 17.424 -20.629
H 6.316 16.037 -19.999
H 6.848 17.465 -18.957
O 8.806 10.170 -24.708
S 8.207 11.488 -24.829
O 6.836 11.761 -25.184
O 8.608 12.232 -23.427
C 8.131 13.573 -23.199
C 7.858 13.695 -21.696
C 9.209 12.464 -25.973
H 7.233 13.773 -23.790
H 8.905 14.251 -23.570
H 7.545 14.711 -21.465
H 8.800 13.369 -21.257
H 7.054 12.989 -21.496
H 9.066 11.917 -26.904
H 10.274 12.414 -25.750
H 8.924 13.512 -26.017
O 4.084 10.527 -19.035
S 3.372 10.938 -17.854
O 2.913 10.028 -16.829
O 4.251 12.101 -17.120
C 4.893 13.077 -17.917
C 4.893 14.488 -17.256
C 1.850 11.808 -18.329
H 4.470 13.124 -18.918
H 5.955 12.830 -17.969
H 5.041 14.505 -16.176
H 3.863 14.856 -17.267
H 5.611 15.090 -17.808
H 1.103 11.054 -18.556
H 2.098 12.566 -19.068
H 1.612 12.341 -17.409
O 3.407 9.792 -24.843
S 3.351 8.788 -23.803
O 3.079 7.442 -24.202
O 4.771 8.751 -22.956
C 5.139 9.952 -22.263
C 6.585 9.827 -21.951
C 2.138 9.253 -22.512
H 4.521 10.161 -21.389
H 5.012 10.827 -22.910
H 7.234 9.830 -22.824
H 6.764 8.957 -21.317
H 6.919 10.684 -21.359
H 2.208 8.486 -21.742
H 1.169 9.223 -23.002
H 2.405 10.201 -22.053
O 6.232 16.700 -23.691
H 6.978 16.715 -23.077
H 6.496 16.087 -24.395
O -0.673 14.311 -22.698
H -0.924 13.892 -21.870
H 0.252 14.054 -22.832
O 0.921 15.106 -18.693
H 1.200 15.809 -19.294
H 1.070 15.465 -17.814

***

No. 3
C38H31BrN8O5Ta as an isolated structure, computed with ωB97M-V with the def2-TZVPD basis set.

Frontier orbital gap, eV: 6.97
LUMO energy, eV: -4.50
Total charge: +1
ΔE to the lowest compared entry with this formula, charge and spin, kJ/mol: 142.1

Element x y z (Å)
Ta 0.263 -0.574 -0.382
C 1.954 0.537 -3.763
C 2.782 1.136 -2.658
C 3.477 2.314 -2.902
C 4.292 2.877 -1.938
C 4.452 2.247 -0.714
C 3.786 1.064 -0.432
C 4.060 0.355 0.868
C 2.921 0.538 -1.405
N 2.204 -0.680 -1.095
C 2.998 -1.816 -1.128
O 4.141 -1.883 -1.488
C 2.250 -2.999 -0.617
C 2.775 -4.265 -0.459
C 1.938 -5.261 0.028
C 0.606 -4.971 0.293
C 0.165 -3.679 0.087
N 0.984 -2.714 -0.325
C -1.262 -3.227 0.169
O -2.158 -3.998 0.403
N -1.368 -1.884 -0.099
C -2.719 -1.455 -0.390
C -3.485 -0.838 0.593
C -2.932 -0.593 1.973
C -4.789 -0.471 0.282
C -5.312 -0.709 -0.976
C -4.529 -1.315 -1.946
C -3.226 -1.702 -1.672
C -2.411 -2.396 -2.732
H 2.545 0.498 -4.677
H 1.083 1.162 -3.964
H 1.616 -0.473 -3.534
H 3.370 2.794 -3.867
H 4.822 3.797 -2.146
H 5.112 2.674 0.032
H 4.256 1.074 1.664
H 4.952 -0.265 0.760
H 3.245 -0.303 1.171
H 3.808 -4.441 -0.724
H 2.319 -6.262 0.178
H -0.092 -5.719 0.642
H -2.975 -1.507 2.570
H -3.517 0.169 2.485
H -1.889 -0.267 1.939
H -5.402 0.001 1.040
H -6.332 -0.426 -1.196
H -4.939 -1.500 -2.932
H -2.802 -2.157 -3.718
H -2.463 -3.479 -2.598
H -1.359 -2.104 -2.704
Br -1.479 3.369 -4.322
C -2.472 3.337 -2.713
C -3.581 4.155 -2.586
C -4.340 4.105 -1.426
C -4.006 3.229 -0.404
C -2.908 2.399 -0.540
C -2.128 2.453 -1.691
C -0.881 1.646 -1.744
O 0.214 2.146 -1.870
O -1.000 0.326 -1.558
H -3.840 4.828 -3.391
H -5.202 4.751 -1.333
H -4.605 3.196 0.496
H -2.639 1.709 0.251
N 2.246 2.003 4.608
C 1.908 0.844 5.226
O 2.159 0.608 6.386
C 1.183 -0.177 4.384
C 0.408 -1.130 5.035
C -0.249 -2.081 4.277
C -0.114 -2.047 2.900
N 0.633 -1.142 2.262
C 1.276 -0.235 3.006
H 2.698 2.707 5.169
H 1.921 2.264 3.696
H 0.344 -1.105 6.115
H -0.864 -2.841 4.738
H -0.630 -2.773 2.291
H 1.917 0.451 2.472
N 2.200 5.313 -0.223
C 1.838 4.327 0.248
N 1.452 3.229 0.864
C 0.910 2.168 0.671
N 0.418 1.064 0.710

***

No. 4
A 2-piece molecular cluster, C3H8FOP overall, computed with ωB97M-V with the def2-TZVPD basis set.

Frontier orbital gap (alpha / beta), eV: 5.46 / 6.59
LUMO energy (alpha / beta), eV: -2.73 / -2.46
ΔE to the lowest compared entry with this formula, charge and spin, kJ/mol: 503.7

Element x y z (Å)
C -1.852 0.600 -1.337
C 1.254 -1.835 -0.370
C -0.318 1.437 1.023
O -0.074 -1.176 -0.447
F 2.945 0.765 -0.452
P -0.345 0.480 -0.576
H -1.722 -0.060 -2.174
H -2.267 1.469 -1.779
H 2.027 -1.124 -0.729
H 1.408 -2.768 -1.021
H 1.536 -2.248 0.631
H 0.674 1.568 1.494
H -0.787 2.407 0.955
H -0.869 0.720 1.708

***

No. 5
A 3-piece molecular cluster, C17H44Cl2FN10O5P2S overall, computed with ωB97M-V with the def2-TZVPD basis set.

Frontier orbital gap, eV: 3.87
LUMO energy, eV: -6.01
Total charge: +1

Element x y z (Å)
C -4.536 -0.903 2.925
C -3.690 -1.148 1.649
Cl -1.981 -1.162 2.217
C -4.043 -2.498 0.976
Cl -5.799 -2.809 1.221
N -3.875 -2.542 -0.518
C -2.628 -2.587 -0.989
N -2.175 -3.711 -1.598
N -1.785 -1.502 -0.921
O -0.565 -1.756 -1.566
C 0.411 -1.345 -0.769
N 1.340 -0.937 -0.205
S -2.468 -0.072 -1.727
O -3.619 -0.470 -2.434
O -1.449 0.507 -2.494
F -2.790 0.843 -0.550
H -5.483 -0.419 2.708
H -3.950 -0.197 3.520
H -4.615 -1.808 3.523
H -3.886 -0.316 0.976
H -3.536 -3.309 1.497
H -4.297 -3.410 -0.845
H -1.841 -4.511 -1.084
H -2.161 -3.701 -2.609
O -2.789 2.432 4.268
P -2.863 3.784 3.590
N -1.439 3.619 2.617
C -0.440 4.633 2.334
C -1.488 2.551 1.636
N -2.561 4.737 4.983
C -1.582 5.806 5.070
C -2.675 4.084 6.283
N -3.407 5.225 2.752
C -4.656 5.778 3.349
C -3.721 5.036 1.318
H -0.832 5.519 1.818
H 0.356 4.229 1.707
H 0.064 4.961 3.241
H -2.185 2.766 0.811
H -1.816 1.624 2.112
H -0.511 2.341 1.199
H -0.576 5.419 5.272
H -1.839 6.487 5.887
H -1.559 6.423 4.173
H -1.794 3.472 6.509
H -3.556 3.451 6.329
H -2.785 4.829 7.074
H -5.485 5.067 3.282
H -4.942 6.696 2.836
H -4.522 6.038 4.395
H -4.413 4.205 1.153
H -2.821 4.861 0.729
H -4.167 5.940 0.908
O 4.483 -5.293 -2.564
P 4.432 -3.955 -3.261
N 5.885 -4.111 -4.174
C 6.883 -3.087 -4.420
C 5.891 -5.183 -5.168
N 4.670 -2.986 -1.858
C 5.633 -1.907 -1.738
C 4.511 -3.632 -0.561
N 3.899 -2.518 -4.121
C 2.630 -1.989 -3.560
C 3.636 -2.714 -5.564
H 6.502 -2.205 -4.953
H 7.705 -3.484 -5.015
H 7.349 -2.754 -3.495
H 5.234 -4.974 -6.024
H 5.555 -6.121 -4.721
H 6.892 -5.368 -5.555
H 6.634 -2.282 -1.494
H 5.337 -1.224 -0.936
H 5.687 -1.295 -2.637
H 5.387 -4.234 -0.295
H 3.634 -4.275 -0.546
H 4.361 -2.884 0.222
H 1.818 -2.722 -3.651
H 2.335 -1.073 -4.075
H 2.731 -1.729 -2.510
H 2.964 -3.556 -5.751
H 4.557 -2.877 -6.121
H 3.190 -1.817 -5.992

***

No. 6
A 2-piece molecular cluster, C4H9NOSe overall, computed with ωB97M-V with the def2-TZVPD basis set.

Frontier orbital gap (alpha / beta), eV: 7.58 / 7.79
LUMO energy (alpha / beta), eV: 0.33 / 0.21
ΔE to the lowest compared entry with this formula, charge and spin, kJ/mol: 315.2

Element x y z (Å)
C -1.674 1.756 -0.533
C 1.925 -0.927 1.347
C -1.212 -0.714 -1.674
C 1.265 -0.664 -0.055
N -1.557 1.422 0.781
O -1.960 2.728 -1.095
Se -0.582 -1.453 -0.151
H 1.594 -1.807 1.678
H 3.013 -0.923 1.086
H 1.650 -0.136 1.936
H -2.241 -0.551 -1.892
H -0.736 -0.530 -2.650
H 1.844 -1.134 -0.836
H 1.186 0.329 -0.561
H -1.016 0.592 1.034
H -1.498 2.010 1.584

***

Number 1: E -570.48110 Ha. Number 2: E -5584.77549 Ha. Number 3: E -4911.93563 Ha. Number 4: E -635.37821 Ha. Number 5: E -3698.52388 Ha. Number 6: E -2689.08039 Ha.